[1]
C15H25FN4O9 | ωB97M-V/def2-TZVPD

The value obtained for the HOMO energy is -0.3401 Eh.

XYZ file:
```
54
Properties=species:S:1:pos:R:3:forces:R:3:nbo_charge:R:1
F -1.27923 2.07081 0.20205 -0.2 0.0 0.1 -0.3271
O -4.17927 -2.56236 -1.88826 0.2 0.2 0.3 -0.5631
O 2.96514 2.70489 1.60772 0.0 -0.1 0.0 -0.6803
O 2.39043 4.80836 1.01754 0.2 -0.1 0.0 -0.4834
O 3.55294 4.52013 2.81200 0.0 0.0 0.0 -0.4870
O 2.69471 -3.18028 -0.96467 0.2 -0.1 -0.1 -0.5219
O -0.42252 -0.09700 -4.28139 -1.5 0.0 -1.1 -0.6663
O -2.05772 -1.87311 -1.57691 0.0 0.2 0.7 -0.5222
O -1.41141 1.58182 -2.33584 0.2 0.3 0.3 -0.6686
O 1.70430 -0.13822 -3.56546 0.8 0.0 0.1 -0.7378
N -3.60504 0.78642 1.27349 0.1 0.0 0.1 -0.5986
N 0.59286 0.83270 -0.20194 0.0 -0.7 1.1 -0.5935
N -0.00002 -0.29464 -2.04668 -0.1 0.4 1.5 -0.5448
N 1.91344 -0.99837 -0.86454 -0.1 0.2 -0.2 -0.5531
C -2.77630 -3.83231 -0.43686 0.2 -0.5 -0.2 -0.7247
C 0.90191 -0.18224 -1.05226 -0.3 0.0 -0.8 0.7279
C -1.21009 0.41443 -1.61945 -0.2 -0.2 0.4 0.3726
C 2.97149 3.90025 1.78983 -0.1 0.1 0.1 0.9870
C -1.34283 -0.20156 0.94436 0.2 0.3 0.6 -0.5550
C -0.86328 0.80962 -0.09458 0.4 -0.2 -1.2 0.4884
C -3.10436 -2.71072 -1.37205 -0.4 -0.1 -0.4 0.8002
C -2.70286 -0.44278 3.10118 0.0 -0.3 -0.3 -0.6708
C -2.42525 -0.50567 -1.78350 -0.2 -0.1 -0.6 -0.1222
C 4.21941 3.65444 3.73477 0.1 0.0 0.1 -0.2550
C 1.65016 -3.91014 -0.35060 -0.1 0.0 -0.1 -0.2560
C 1.76440 4.25014 -0.14503 -0.2 -0.1 -0.1 -0.2580
C 0.48655 -0.15035 -3.51342 0.9 -0.4 -0.2 0.9096
C -2.61695 0.12549 1.70896 -0.2 0.1 -0.2 0.3201
C 2.25338 -2.12303 -1.75076 -0.1 0.2 0.1 0.1001
H -3.20501 -4.74624 -0.84095 -0.1 0.0 0.1 0.2482
H -3.33836 -1.32949 3.06520 -0.1 0.0 0.1 0.2347
H 3.02521 -1.81144 -2.44239 0.2 -0.1 0.0 0.2286
H -3.16450 0.27700 3.76849 0.0 0.0 0.1 0.2478
H 5.01659 3.10529 3.23827 0.0 0.0 0.0 0.1931
H -3.24460 -3.64449 0.52789 0.0 0.1 0.0 0.2441
H 2.50221 3.76813 -0.78275 0.0 0.0 0.0 0.1957
H 1.21200 -3.36306 0.48880 0.0 0.0 0.1 0.1615
H -1.70804 -3.97844 -0.30069 0.1 0.1 0.0 0.2235
H 0.85628 -4.13161 -1.06942 0.0 0.0 -0.1 0.1742
H 1.11091 0.83410 0.67189 -0.1 0.2 0.1 0.4014
H -3.22632 -0.26508 -1.08577 0.0 0.1 0.0 0.1953
H -2.80236 -0.36837 -2.79614 0.1 -0.1 -0.1 0.2338
H 1.29701 5.06965 -0.68015 0.0 0.1 0.1 0.2028
H 4.63609 4.30318 4.49841 0.0 0.0 0.0 0.1996
H 1.35679 -2.37076 -2.31720 -0.1 0.0 0.0 0.1963
H -1.42258 -1.17946 0.46916 -0.1 -0.1 0.0 0.2616
H -1.73434 -0.76547 3.47354 0.1 0.1 0.1 0.2055
H 3.51493 2.95740 4.18408 0.0 0.0 0.0 0.1892
H -2.34562 1.70895 -2.52380 0.0 0.0 -0.2 0.4841
H 2.06887 -4.84768 0.00070 0.1 0.0 0.1 0.2033
H 1.01269 3.52753 0.16160 0.0 0.0 -0.1 0.1960
H 2.52791 -0.83557 -0.08173 0.2 0.1 -0.1 0.4158
H -3.45450 1.13489 0.33118 0.0 0.1 0.0 0.3273
H -0.55525 -0.30566 1.69410 0.1 0.0 0.0 0.2198
```
Forces are in eV/Å.


[2]
C15H25IrN3OS4Sb | ωB97M-V/def2-TZVPD

Its multiplicity is 2. As for the charge: +1. As for the energy above the lowest of the compared OMol25 structures with the same formula, charge and spin: 13.6 kcal per mole. The value obtained for the HOMO energy (spin up / spin down) is -0.3677 / -0.3674 Eh.

XYZ file:
```
50
Properties=species:S:1:pos:R:3:forces:R:3:nbo_charge:R:1
Ir -0.18971 0.71041 0.61867 0.0 -1.6 -0.8 0.7314
Sb -0.23425 3.10722 2.90083 -0.7 1.6 1.1 1.2946
S 1.55912 4.35268 2.48982 0.4 -0.1 -0.4 -0.7335
S -1.39666 2.51634 0.80688 -0.6 0.7 -0.2 -0.3865
S 0.28294 0.72893 2.70261 0.5 -0.5 0.6 -0.2017
S -1.59748 3.68826 4.56454 0.0 -0.4 -0.3 -0.6385
O -1.81416 -0.32210 -0.33068 0.2 0.1 -0.2 -0.7821
N -3.43568 -1.51492 -1.30805 0.1 0.1 0.0 -0.4011
N 1.21581 3.56144 -2.36789 0.1 0.0 0.1 -0.3354
N -1.46852 -2.57402 -0.65082 -0.1 0.0 -0.1 -0.4199
C 0.39171 2.39780 -2.79391 0.0 0.1 0.1 -0.4231
C -0.15044 -2.54725 -0.06133 0.1 0.0 0.2 -0.3987
C 3.69420 2.26239 -0.59970 0.0 0.0 -0.1 -0.1850
C 2.49067 0.02792 0.41282 -0.2 0.3 -0.3 -0.1994
C -3.96524 -2.72350 -1.93098 0.0 0.0 0.0 -0.2084
C 1.67142 1.12806 0.07104 0.8 0.1 0.2 -0.1627
C 4.47461 1.17457 -0.25935 0.0 0.0 0.0 -0.1938
C -3.37677 -3.95166 -1.27590 0.0 0.0 0.0 -0.4224
C -1.86816 -3.82901 -1.28958 -0.1 0.0 0.0 -0.2060
C 1.61818 3.54636 -0.88240 -0.2 -0.2 0.0 -0.2455
C 2.39379 3.71884 -3.26414 -0.1 0.0 0.0 -0.4198
C 2.30348 2.27340 -0.46273 -0.1 -0.2 0.0 -0.1103
C -4.25487 -0.31522 -1.43626 0.0 0.0 0.0 -0.4110
C -2.21221 -1.45324 -0.75454 -0.2 0.1 0.0 0.8198
C 3.86039 0.03607 0.23993 0.1 0.0 -0.1 -0.1961
H 0.63989 -2.39737 -0.80195 0.0 0.1 0.0 0.2047
H 2.29146 4.39299 -0.78086 0.0 0.0 0.1 0.2394
H -3.84196 0.48568 -0.83579 0.0 0.0 0.0 0.2483
H -0.41533 2.27085 -2.08058 -0.1 -0.1 0.1 0.2403
H -3.74073 -2.70930 -3.00292 0.0 0.0 0.0 0.1978
H -0.09920 -1.78041 0.71203 0.0 0.0 0.0 0.1963
H 0.71880 3.75810 -0.31583 -0.1 -0.1 0.1 0.2754
H -3.68953 -4.84884 -1.80787 0.0 0.0 0.0 0.2419
H 3.05105 2.86941 -3.09848 0.0 0.0 -0.1 0.2384
H 4.44632 -0.82442 0.53271 0.0 0.0 0.0 0.2323
H 0.63394 4.39249 -2.46990 0.0 0.0 0.0 0.4303
H -4.30786 0.00113 -2.48032 0.0 0.0 0.0 0.2001
H -1.40397 -4.64134 -0.73199 0.0 0.0 0.0 0.2214
H -5.04916 -2.69713 -1.82518 0.0 0.0 0.0 0.2244
H -5.26255 -0.54146 -1.08933 0.0 0.0 0.0 0.2142
H 2.04964 -0.85438 0.86164 0.0 0.0 0.1 0.2035
H 1.03392 1.52121 -2.81538 -0.1 0.0 0.0 0.2331
H 2.04918 3.73931 -4.29515 0.0 0.0 0.0 0.2299
H 0.02470 -3.49294 0.45051 0.0 0.0 -0.1 0.2287
H 2.90098 4.64662 -3.01092 0.0 0.0 0.0 0.2348
H 4.18183 3.15957 -0.96276 0.0 0.0 0.0 0.2142
H -0.00690 2.60746 -3.78417 0.0 -0.1 0.0 0.2293
H -1.47992 -3.86860 -2.31323 0.0 0.0 0.0 0.1984
H 5.54953 1.22240 -0.36359 0.0 0.0 0.0 0.2343
H -3.72799 -4.02910 -0.24550 0.0 0.0 0.0 0.2235
```
Forces are in eV/Å.


[3]
C15H25KN8O3S2 | ωB97M-V/def2-TZVPD

As for the energy above the lowest of the compared OMol25 structures with the same formula, charge and spin: 18.8 kcal per mole. The value obtained for the HOMO energy is -0.2925 Eh.

XYZ file:
```
54
Properties=species:S:1:pos:R:3:forces:R:3:nbo_charge:R:1
K 1.76979 -0.95581 -1.08280 0.2 -0.1 -0.3 0.9328
S 0.32787 -0.31329 1.49588 -0.2 0.0 0.4 2.2979
S 1.64086 -0.32500 -4.22202 -0.1 0.0 -0.1 -0.3650
O 0.98384 0.89816 1.02746 0.0 0.1 0.0 -1.0075
O 4.07466 -0.41629 -1.93316 0.2 -0.1 0.1 -0.7341
O 1.20145 -1.32892 2.05481 0.0 0.0 0.0 -0.9911
N -1.14708 -2.50702 -1.13155 0.0 0.0 0.2 -0.5392
N -1.80585 1.07089 -1.79502 0.0 0.0 0.0 -0.7016
N -0.51636 -0.82592 0.27948 -0.2 0.0 -0.1 -1.0295
N -0.53768 1.15632 -4.66203 0.0 0.0 0.0 -0.7916
N -0.65483 1.93188 -1.62298 -0.1 0.1 0.2 -0.6993
N 6.03992 0.69170 -1.78101 0.0 0.1 0.0 -0.8394
N 4.11421 1.76796 -2.49796 -0.1 0.0 0.0 -0.6287
N -0.91492 -0.96563 -3.93035 0.0 0.0 -0.1 -0.7883
C -1.63705 -3.72998 -1.35220 0.0 0.0 -0.1 0.0558
C -1.28347 -2.97398 1.21998 0.0 0.0 0.0 -0.2915
C -0.01654 -0.02699 -4.26815 0.0 0.0 0.1 0.3199
C 4.70389 0.63362 -2.05392 0.1 0.0 -0.1 0.7908
C -1.68308 -0.12151 4.99378 0.0 0.0 0.0 -0.2202
C -3.50601 1.36832 5.88743 0.0 0.0 0.0 -0.6292
C -1.77938 -4.22947 0.95617 0.0 0.0 0.1 -0.1477
C -2.52726 1.61688 3.58118 0.0 0.0 0.0 -0.2076
C -1.97041 -4.62958 -0.36226 0.0 0.0 0.0 -0.3155
C -0.77471 0.18283 2.80046 0.1 -0.1 -0.1 -0.2652
C -0.78950 -0.50290 4.00272 0.0 0.0 0.0 -0.2034
C -0.98016 -2.11288 0.14874 0.0 0.1 0.0 0.3696
C -1.64039 1.24550 2.58612 -0.1 0.0 0.0 -0.2054
C 4.76334 3.04779 -2.65232 0.0 0.0 -0.1 -0.4228
C -2.56092 0.93883 4.79893 0.0 0.0 0.0 -0.0043
H -0.09631 -1.31919 4.15513 0.0 0.0 0.0 0.2407
H -1.39220 1.43193 -4.19270 0.0 0.0 0.0 0.4053
H -3.74551 0.54018 6.55323 0.0 0.0 0.0 0.2173
H 6.43031 -0.11488 -1.32889 0.0 0.0 0.0 0.4099
H -1.42437 0.13117 -1.84239 0.0 0.0 0.1 0.3656
H -4.43646 1.75464 5.47222 0.0 0.0 0.0 0.2175
H -3.20424 2.44605 3.41390 0.0 0.0 0.0 0.2095
H 5.61397 2.99789 -3.33809 0.0 0.0 0.0 0.1928
H 3.17700 1.62568 -2.84686 0.0 0.0 0.0 0.4280
H -1.02854 2.86159 -1.46912 0.1 0.0 -0.1 0.3390
H 0.14175 1.89271 -4.74744 0.0 0.0 0.0 0.4042
H -1.61053 1.78187 1.64608 0.0 0.0 0.0 0.2221
H -1.12143 -2.64176 2.23419 0.0 0.0 0.0 0.2240
H -1.69581 -0.65768 5.93515 0.0 0.0 0.0 0.2112
H -2.36032 -5.60501 -0.61412 0.0 0.0 0.0 0.2184
H 6.53456 1.56163 -1.71636 0.0 0.0 0.0 0.3919
H -1.88036 -0.70031 -3.81384 0.0 0.0 0.0 0.3964
H -2.34468 1.04650 -0.93087 0.0 0.0 0.0 0.3379
H -1.76492 -4.00377 -2.39537 0.0 0.0 0.0 0.1825
H -2.01888 -4.89713 1.77464 0.0 0.0 0.0 0.2140
H -0.60581 -1.76189 -3.39743 0.0 0.0 0.0 0.4276
H -0.14854 1.68735 -0.77023 -0.1 -0.1 0.1 0.3647
H -3.06008 2.16092 6.49185 0.0 0.0 0.0 0.2232
H 5.10075 3.44444 -1.69133 0.0 0.0 0.0 0.1938
H 4.04645 3.75158 -3.06676 0.0 0.0 0.0 0.2237
```
Forces are in eV/Å.


[4]
C15H25N3 | ωB97M-V/def2-TZVPD

As for the energy above the lowest of the compared OMol25 structures with the same formula, charge and spin: 0.0 kcal per mole. The value obtained for the HOMO energy is -0.3177 Eh.

XYZ file:
```
43
Properties=species:S:1:pos:R:3:forces:R:3:nbo_charge:R:1
N -1.37621 -0.96728 -1.48470 -0.2 0.0 -0.4 -0.6252
N -1.66685 -3.23901 2.69704 -0.1 0.0 0.5 -0.4141
N 1.14068 2.00956 0.36097 -0.1 0.2 0.4 -0.6543
C 1.59662 0.62227 0.35871 0.1 -0.4 0.2 0.1275
C 0.95576 2.82252 -1.95190 -0.1 -0.1 0.2 -0.6189
C -0.93332 -4.23545 2.23320 0.2 -0.2 -0.1 0.0237
C -2.09821 -2.33083 1.84002 -0.1 0.1 -0.4 0.0226
C 0.45443 -0.37504 0.06972 0.2 0.3 -0.3 -0.4284
C -0.91568 1.44501 -0.93656 0.3 -0.1 0.0 -0.4333
C 0.20542 2.46916 -0.66085 -0.3 0.3 -0.2 0.1272
C -0.36161 0.03014 -1.15339 0.1 0.2 0.1 -0.0463
C -1.05866 -3.41764 0.00235 -0.1 0.0 0.2 -0.1745
C 2.75294 0.44072 -0.63296 -0.2 0.0 0.1 -0.6183
C -2.35379 -1.30853 -0.46237 0.0 0.1 0.0 -0.2490
C -0.60093 -4.37215 0.89327 -0.1 0.1 0.0 -0.2528
C -1.82638 -2.36005 0.47716 0.0 -0.2 0.1 -0.0589
C 2.14390 0.33755 1.76325 -0.1 0.1 -0.3 -0.6016
C -0.42714 3.76169 -0.12774 0.2 -0.3 -0.1 -0.6016
H -0.20372 -0.40963 0.94081 0.0 0.0 0.1 0.2051
H -1.85550 -0.66141 -2.32469 0.0 -0.1 0.1 0.3616
H 1.36685 0.45960 2.51616 -0.1 0.0 0.1 0.2021
H 0.86809 -1.37299 -0.07736 0.0 -0.1 0.1 0.2221
H -0.97097 3.57665 0.79745 -0.1 0.0 0.1 0.2003
H 2.95582 1.02426 1.98893 0.1 0.1 0.0 0.2159
H 1.24895 1.94137 -2.51072 0.1 -0.1 -0.1 0.2021
H -1.12256 4.17412 -0.85459 -0.1 0.0 -0.1 0.2101
H -1.59208 1.43351 -0.07720 -0.1 0.0 0.0 0.1965
H 0.29659 0.04195 -2.03008 0.0 0.1 0.1 0.1927
H -0.59937 -4.95238 2.97192 0.1 -0.1 0.0 0.1903
H -2.70485 -0.44217 0.12027 0.0 -0.1 0.0 0.1774
H -2.69391 -1.53358 2.27005 0.0 0.2 -0.1 0.1859
H 0.74032 2.20911 1.27079 0.0 0.0 0.0 0.3587
H 3.28234 -0.48353 -0.41505 0.1 -0.1 0.0 0.2072
H 0.34949 4.49590 0.07021 0.1 0.1 0.0 0.2173
H -3.22781 -1.72858 -0.97291 0.0 0.1 0.0 0.2150
H -0.00030 -5.20401 0.55792 0.0 -0.1 0.0 0.2172
H 3.44387 1.27303 -0.53483 0.1 0.1 0.0 0.2211
H -0.82401 -3.46752 -1.05039 0.0 0.0 -0.1 0.2313
H 2.51647 -0.68156 1.82567 0.0 -0.1 0.0 0.2129
H 2.41029 0.39563 -1.66017 0.0 0.0 -0.2 0.2010
H 0.32331 3.43315 -2.59217 -0.1 0.0 -0.1 0.2053
H -1.48841 1.76052 -1.81257 -0.1 0.0 0.0 0.2047
H 1.85014 3.38590 -1.70267 0.1 0.1 0.0 0.2222
```
Forces are in eV/Å.